Record 1
C31H26N7O6V | wB97M-V/def2-TZVPD

Energy above the lowest of the compared OMol25 structures with the same formula, charge and spin, eV: 2.238
Net charge: -2
E_LUMO (alpha / beta), eV: 4.51 / 4.51
2S+1: 3
Kohn-Sham gap (alpha / beta), eV: 6.79 / 6.79
HOMO (alpha / beta), eV: -2.28 / -2.28

Each line ends with the Löwdin spin population.
Cartesian coordinates (Å):
V -0.008 0.400 -0.100  1.882
O -0.800 2.404 0.019  0.014
O -1.852 -0.209 -0.255  0.001
O 0.601 -1.478 -0.103  0.033
O 1.465 1.302 0.915  -0.003
O -3.921 -1.533 -1.536  0.000
O 0.271 0.734 -1.968  0.012
N 0.641 4.013 1.528  0.001
N -0.423 0.117 2.009  -0.013
N 3.203 -1.004 -0.749  0.003
N -1.358 3.203 -2.006  0.001
N -1.168 6.599 -1.992  0.000
N 2.657 -2.278 -0.859  0.017
N 0.366 0.865 2.885  0.003
C -0.240 -6.354 -0.686  -0.001
C -2.326 -1.347 1.789  0.003
C -0.526 4.745 -0.311  0.000
C 1.281 1.470 2.174  0.001
C -0.853 5.785 -1.230  0.000
C 3.708 3.476 4.318  0.000
C 2.355 4.976 2.992  0.000
C 0.784 -0.083 -2.888  0.005
C -2.558 -1.059 0.421  0.005
C 3.362 4.762 3.920  0.000
C -1.043 -5.266 -0.377  0.000
C 1.656 -4.881 -0.881  0.000
C -3.634 -1.740 -0.210  0.000
C -4.017 -0.172 -1.957  0.000
C -3.099 -2.303 2.455  0.003
C 2.038 2.583 2.832  -0.001
C 3.494 1.198 -1.615  0.000
C 0.357 5.080 0.756  0.001
C -0.183 -0.468 -3.971  0.000
C -0.895 3.412 -0.736  0.003
C 3.038 2.389 3.769  0.000
C -1.316 -0.619 2.543  0.021
C 1.418 -2.389 -0.519  0.003
C 2.925 -0.188 -1.688  0.001
C -4.365 -2.693 0.466  0.004
C 1.679 3.889 2.447  0.000
C 2.043 -0.536 -2.829  -0.002
C -4.099 -2.995 1.803  0.002
C 0.853 -3.783 -0.572  0.000
C -0.498 -3.990 -0.318  0.000
C 1.114 -6.155 -0.938  0.000
H 2.705 -4.706 -1.075  0.000
H 3.885 5.614 4.341  0.000
H 2.683 1.929 -1.630  0.000
H -2.886 -2.503 3.499  0.000
H -0.663 -7.351 -0.731  0.000
H -3.049 0.214 -2.270  0.000
H 1.750 -7.000 -1.180  0.000
H -2.099 -5.401 -0.177  0.000
H -0.550 0.429 -4.480  0.000
H 0.277 -1.130 -4.706  0.000
H -5.151 -3.203 -0.079  0.000
H -1.162 2.262 -2.329  0.000
H -4.395 0.461 -1.153  0.000
H 0.190 3.135 1.287  0.000
H 2.393 -1.266 -3.549  0.000
H 4.060 1.323 -0.694  0.000
H -1.201 3.946 -2.668  0.000
H -4.679 -3.749 2.319  0.000
H 4.497 3.319 5.045  0.000
H -4.721 -0.159 -2.790  0.000
H 4.133 1.396 -2.481  0.000
H -1.116 -3.137 -0.076  0.000
H 3.295 1.377 4.058  0.000
H -1.045 -0.970 -3.525  0.000
H 2.071 5.968 2.667  0.000
H -1.347 -0.678 3.631  0.001

***

Record 2
C4H10N2 | wB97M-V/def2-TZVPD

Energy above the lowest of the compared OMol25 structures with the same formula, charge and spin, eV: 1.995
E_LUMO, eV: 0.89
Kohn-Sham gap, eV: 9.96
HOMO, eV: -9.07

Each line ends with the Mulliken charge.
Cartesian coordinates (Å):
N -1.424 -1.199 0.974  -0.743
N -2.067 0.358 -0.675  -0.518
C 0.416 0.049 -0.413  0.387
C 0.718 1.235 0.699  -1.089
C -1.043 -0.437 0.008  0.442
C 1.426 -1.021 -0.501  -1.257
H 0.820 1.029 1.860  0.277
H -0.541 -1.736 1.353  0.277
H 1.291 -1.761 0.316  0.237
H -1.993 1.391 -1.230  0.254
H 1.676 1.794 0.629  0.357
H 1.128 -1.539 -1.467  0.282
H -3.055 0.160 -0.325  0.264
H 0.396 0.519 -1.432  0.163
H -0.194 1.941 0.715  0.275
H 2.447 -0.782 -0.510  0.393